(w)
62
Properties=species:S:1:pos:R:3 method="wB97M-V/def2-TZVPD" charge=+2 gap_ev=6.02
Br 6.16 -5.35 -1.37
Ti 0.10 0.01 0.23
F -0.50 1.22 -0.88
F 1.11 3.55 -1.09
F 0.32 3.06 -3.18
F 1.83 1.68 -2.14
O 1.33 -1.24 -0.04
O 1.69 -3.20 0.94
N -0.24 2.20 2.31
N 1.47 1.35 1.01
N 3.50 2.46 0.89
N -0.73 0.98 1.94
N -1.30 -1.34 1.15
C 2.05 -2.42 0.11
C 3.99 -3.68 -0.69
C -1.84 0.56 2.42
C -2.54 -0.95 -1.80
C 2.74 1.43 0.61
C 1.21 4.67 2.73
C 5.35 -2.88 -2.51
C 3.45 -1.59 -1.79
C -1.38 -2.65 0.90
C 3.18 -2.55 -0.82
C -2.96 0.20 -2.44
C 4.54 -1.76 -2.64
C 3.03 3.59 1.59
C -1.29 -1.50 -2.12
C 0.94 2.36 1.81
C -0.92 0.25 -3.72
C -3.31 -2.88 2.29
C 2.01 5.77 2.93
C 3.33 5.77 2.47
C 1.71 3.56 2.05
C 5.07 -3.84 -1.54
C -2.18 -0.80 2.04
C -3.20 -1.53 2.60
C -2.37 -3.45 1.46
C -2.16 0.80 -3.40
C -0.48 -0.89 -3.08
C 3.85 4.69 1.79
B 1.05 2.76 -2.14
H -4.10 -3.48 2.73
H -0.63 -3.07 0.26
H 0.46 -1.35 -3.36
H 3.76 -4.41 0.07
H 4.46 2.45 0.58
H -2.50 1.69 -3.91
H 4.87 4.69 1.43
H 3.16 0.62 0.03
H 3.96 6.64 2.64
H -3.88 -1.05 3.30
H -3.19 -1.46 -1.10
H -3.93 0.62 -2.21
H -0.31 0.71 -4.49
H -0.99 -2.46 -1.72
H -2.39 -4.51 1.23
H -2.43 1.16 3.11
H 4.75 -1.03 -3.40
H 2.80 -0.73 -1.91
H 1.63 6.63 3.46
H 6.19 -3.02 -3.17
H 0.19 4.64 3.09


(x)
62
Properties=species:S:1:pos:R:3 method="wB97M-V/def2-TZVPD" charge=+2 gap_ev=6.45
Br 3.67 4.21 -5.21
Ti 0.15 0.03 0.06
F 0.91 -4.75 -0.11
F -0.06 -1.36 1.13
F 2.03 -2.78 0.15
F 2.16 -4.37 1.78
O -0.11 1.45 -0.94
O -1.02 2.60 -2.63
N 1.73 0.57 1.26
N -2.11 2.59 2.87
N 1.54 0.99 2.57
N -0.61 1.28 1.69
N 1.88 -0.29 -1.17
C -0.06 2.43 -1.95
C 0.31 1.34 2.75
C -1.81 3.18 5.21
C -1.41 -2.61 -1.31
C -0.13 1.90 4.02
C 3.00 3.88 -3.48
C 2.92 0.43 0.83
C -1.73 1.94 1.79
C -2.90 -1.03 0.43
C -2.34 -0.46 -0.70
C 3.06 -0.82 -3.16
C 1.89 -0.69 -2.44
C 1.73 3.34 -3.34
C 2.03 3.37 -0.93
C -1.03 3.11 6.34
C -1.35 2.56 4.05
C 4.26 -0.53 -2.54
C 3.28 3.95 -1.10
C 0.19 2.43 6.34
C 3.05 -0.01 -0.56
C 1.27 3.06 -2.06
C -2.00 -3.18 -0.18
C 0.65 1.83 5.18
C -2.73 -2.39 0.69
C -1.57 -1.26 -1.57
C 4.26 -0.12 -1.21
C 3.78 4.18 -2.37
B 1.69 -3.98 0.62
H -0.87 -3.24 -2.01
H 4.76 4.61 -2.51
H 1.59 1.31 5.15
H -1.37 3.59 7.25
H 1.63 3.20 0.06
H -2.75 3.71 5.21
H -1.27 -0.84 -2.53
H -3.19 -2.83 1.57
H -3.52 -0.44 1.10
H -2.99 3.09 2.86
H -2.60 0.54 -1.01
H 0.78 2.38 7.24
H 5.17 0.13 -0.69
H 5.20 -0.63 -3.07
H 3.86 4.23 -0.23
H 1.12 3.13 -4.20
H -2.40 1.97 0.93
H 3.78 0.63 1.46
H 3.03 -1.15 -4.19
H -1.89 -4.24 0.00
H 0.93 -0.90 -2.90


The structure with the greatest stability is (w).


(w)
14
Properties=species:S:1:pos:R:3 method="wB97M-V/def2-TZVPD" charge=0 gap_ev=8.37
S -0.97 -1.35 -0.31
O -3.45 -0.48 -0.39
N -0.74 1.40 0.71
N -1.81 0.85 0.67
C -2.34 -0.17 -0.12
C 0.57 -0.30 -0.42
C 0.20 1.19 -0.44
C 1.52 -0.80 0.75
H 1.44 -0.17 1.60
H 1.02 -0.56 -1.43
H 1.27 -1.89 0.88
H 2.55 -0.78 0.42
H -0.39 1.23 -1.34
H 1.13 1.82 -0.58


(x)
14
Properties=species:S:1:pos:R:3 method="wB97M-V/def2-TZVPD" charge=0 gap_ev=9.65
S 2.97 -0.21 -0.01
O 0.91 -1.83 0.00
N 0.32 0.31 0.00
N -2.08 0.07 -0.01
C 1.38 -0.57 -0.01
C -0.91 -0.38 -0.01
C -0.53 -1.83 -0.01
C 0.42 1.74 0.00
H 1.48 2.00 -0.02
H -2.13 1.07 -0.01
H -0.87 -2.35 -0.88
H -0.05 2.15 -0.88
H -0.04 2.19 0.91
H -0.88 -2.36 0.91


(y)
14
Properties=species:S:1:pos:R:3 method="wB97M-V/def2-TZVPD" charge=0 gap_ev=7.68
S -1.41 -2.93 1.44
O 1.60 0.70 0.00
N 0.84 -1.58 1.17
N 0.56 2.35 -1.08
C -0.70 0.34 -0.69
C -1.07 -0.81 -0.13
C -0.42 -1.74 0.85
C 0.53 1.12 -0.50
H 1.26 2.98 -0.66
H 1.29 -2.19 1.82
H -2.08 -1.17 -0.43
H -0.33 2.92 -1.20
H 1.38 -0.80 0.77
H -1.44 0.80 -1.36


(z)
14
Properties=species:S:1:pos:R:3 method="wB97M-V/def2-TZVPD" charge=0 gap_ev=7.73
S 1.16 -1.91 0.01
O 0.54 1.78 -0.07
N -1.99 -1.08 -0.26
N -0.95 -0.16 0.22
C -3.15 -0.46 -0.04
C 1.14 0.75 -0.15
C 2.54 0.53 -0.07
C 0.32 -0.51 0.07
H 2.79 -0.37 -0.88
H -3.92 -1.31 -0.41
H 2.75 -0.08 0.87
H -1.08 0.77 0.47
H -3.25 0.65 0.28
H 3.10 1.41 -0.05


The structure with the greatest stability is (y).


(w)
14
Properties=species:S:1:pos:R:3 method="wB97M-V/def2-TZVPD" charge=0 gap_ev=7.55
S 0.94 1.42 -1.09
O -1.94 1.37 -0.78
N -1.96 0.11 -0.05
N -0.56 -1.45 1.23
C -0.84 -0.49 0.16
C 1.65 -0.67 0.72
C 0.95 -1.90 1.21
C 0.46 0.05 -0.18
H 1.06 -2.21 2.21
H 2.44 -0.71 0.05
H -0.90 1.54 -1.25
H -1.14 -2.34 0.97
H 1.24 -2.82 0.53
H 2.17 0.27 1.38


(x)
14
Properties=species:S:1:pos:R:3 method="wB97M-V/def2-TZVPD" charge=0 gap_ev=9.29
S -0.73 -0.63 -1.52
O 1.31 -0.48 0.02
N 0.99 0.88 1.57
N 1.88 0.10 1.26
C 0.00 1.01 0.62
C -1.11 2.05 1.11
C 0.19 -2.14 -1.68
C 0.28 0.07 -0.30
H -0.46 -2.92 -2.21
H -0.58 2.53 1.93
H 1.32 -2.00 -2.15
H -1.47 2.58 0.31
H -1.97 1.45 1.62
H 0.36 -2.49 -0.58


(y)
14
Properties=species:S:1:pos:R:3 method="wB97M-V/def2-TZVPD" charge=0 gap_ev=9.09
S 1.32 2.34 3.06
O -0.43 0.43 3.29
N 0.14 0.73 1.21
N -1.15 -0.46 2.48
C 0.94 1.30 0.16
C -1.30 -0.99 0.10
C -0.79 -0.27 1.27
C 0.35 1.12 2.50
H -0.96 -2.02 0.19
H -2.41 -1.19 0.30
H 1.96 0.98 0.32
H -1.03 -0.55 -0.91
H 1.07 2.38 0.08
H 0.74 0.95 -0.84


The structure with the greatest stability is (y).


(w)
14
Properties=species:S:1:pos:R:3 method="wB97M-V/def2-TZVPD" charge=0 gap_ev=9.05
S -2.35 -1.53 0.24
O -2.00 1.35 0.55
N 0.14 -1.21 -0.59
N -0.94 0.81 0.14
C 0.22 1.40 0.30
C -1.03 -0.52 -0.53
C 1.52 0.67 0.21
C 1.32 -0.73 -0.42
H -1.35 -0.28 -1.62
H 0.04 2.36 0.79
H 2.17 1.35 -0.28
H 1.98 -1.57 -0.42
H 1.96 0.55 1.22
H -1.67 -2.65 0.42


(x)
14
Properties=species:S:1:pos:R:3 method="wB97M-V/def2-TZVPD" charge=0 gap_ev=8.27
S -2.29 0.19 -0.47
O 0.23 1.15 -0.79
N -1.00 -2.12 0.20
N 3.05 -0.68 -0.31
C 1.72 -0.51 -0.16
C 0.36 -0.30 -0.84
C 0.15 1.92 0.56
C -0.92 -0.80 -0.24
H -0.88 1.60 0.91
H 0.05 2.95 0.39
H -1.80 -2.35 1.03
H 1.08 1.88 1.08
H -0.17 -2.42 0.61
H 0.44 -0.51 -1.97


The structure with the greatest stability is (w).


(w)
12
Properties=species:S:1:pos:R:3 method="wB97M-V/def2-TZVPD" charge=0 gap_ev=9.15
S 0.20 1.62 -1.08
S -0.21 -0.86 -2.61
O -0.01 -0.71 0.02
C -0.02 -2.11 0.33
C -0.01 2.18 0.71
C 0.00 -0.12 -1.26
H 0.86 3.27 0.41
H 0.98 -2.51 0.13
H -1.23 2.69 1.11
H -0.81 -2.39 -0.58
H -0.30 -2.17 1.48
H 0.54 1.11 1.33


(x)
12
Properties=species:S:1:pos:R:3 method="wB97M-V/def2-TZVPD" charge=0 gap_ev=9.18
S 1.35 -1.53 -0.18
S -1.43 -2.23 0.03
O -0.60 0.28 -0.15
C -1.97 0.77 -0.06
C 2.25 -0.03 0.14
C -0.33 -1.03 -0.06
H 3.33 -0.29 0.33
H 2.48 0.60 -0.79
H -2.72 0.02 0.10
H 1.76 0.62 0.94
H -1.95 1.57 0.68
H -2.17 1.26 -0.99


(y)
12
Properties=species:S:1:pos:R:3 method="wB97M-V/def2-TZVPD" charge=0 gap_ev=8.51
S 2.86 -0.81 0.10
S -1.45 -1.66 0.15
O -0.60 0.94 -0.42
C 0.71 0.78 0.31
C -1.66 0.19 -0.02
C 1.65 0.14 -0.56
H -1.88 0.38 1.14
H 1.11 1.74 0.30
H 0.50 0.44 1.42
H -2.32 -1.91 -0.84
H -2.52 0.63 -0.56
H 3.61 -0.86 -1.01


The structure with the greatest stability is (x).